DFT (ωB97M-V with the def2-TZVPD basis set) results for a 3-piece molecular cluster, C4H10N2O overall.

Last column: natural (NBO) charge in e.
Cartesian coordinates (Å):
C1 -1.265 -0.943 -0.130  -0.305
C2 0.349 -0.404 1.780  -0.666
N1 -0.098 -1.102 -1.017  -0.095
C3 -0.538 0.077 0.679  0.060
N2 0.932 1.761 0.146  -0.627
C4 -0.318 1.325 0.088  -0.009
O1 -0.475 -0.487 -2.230  -0.577
H1 0.284 -0.627 -2.812  0.478
H2 1.291 -0.328 -0.786  0.046
H3 1.638 0.511 -0.522  0.036
H4 1.080 2.582 -0.440  0.357
H5 -2.139 -0.579 -0.670  0.219
H6 -1.475 -1.874 0.395  0.207
H7 -1.031 1.681 -0.657  0.176
H8 1.242 -0.902 1.375  0.242
H9 0.706 0.428 2.387  0.243
H10 -0.181 -1.120 2.411  0.216

Computed properties:
Gap between HOMO and LUMO (alpha / beta): 0.2887 / 0.2939 hartree
HOMO level (alpha / beta): -8.20 / -8.13 eV
E_tot: -342.91622 a.u.
LUMO level (alpha / beta): -0.3 / -0.1 eV

DFT (ωB97M-V with the def2-TZVPD basis set) results for an isolated molecule of C4H10N2O.

Last column: natural (NBO) charge in e.
Cartesian coordinates (Å):
N1 -0.703 -1.282 -0.800  -0.804
C1 -1.629 0.461 1.521  -0.613
C2 -0.231 0.328 0.992  -0.393
C3 -0.234 0.103 -0.553  -0.148
C4 1.093 0.401 -1.251  0.664
N2 2.243 -0.035 -0.623  -0.847
O1 1.137 0.960 -2.318  -0.597
H1 0.117 -1.885 -0.767  0.347
H2 -0.934 -1.234 -1.796  0.362
H3 -1.567 0.462 2.618  0.210
H4 -2.091 1.393 1.214  0.204
H5 -2.282 -0.352 1.227  0.225
H6 0.264 -0.569 1.391  0.185
H7 0.422 1.179 1.227  0.208
H8 -0.942 0.844 -0.908  0.208
H9 2.346 -0.692 0.125  0.394
H10 2.991 -0.083 -1.300  0.395

Computed properties:
Gap between HOMO and LUMO: 0.3780 hartree
HOMO level: -9.48 eV
Structure (SMILES): CC[C@H](N)C(N)=O
E_tot: -343.17379 a.u.
LUMO level: 0.8 eV